Entry 1:
{"formula": "C17H16MoN2O4", "method": "ωB97M-V with the def2-TZVPD basis set", "species": ["Mo", "O", "C", "C", "C", "C", "C", "C", "C", "O", "N", "N", "C", "C", "C", "C", "C", "C", "C", "O", "H", "H", "H", "H", "H", "H", "H", "H", "H", "H", "C", "O", "C", "C", "H", "H", "H", "H", "H", "H"], "positions_angstrom": [[0.645, -0.319, -1.492], [-0.641, 3.009, 2.760], [-1.117, 3.559, 1.642], [-1.939, 4.677, 1.790], [-2.456, 5.303, 0.682], [-2.181, 4.847, -0.619], [-1.392, 3.745, -0.783], [-0.852, 3.072, 0.341], [-0.081, 1.893, 0.162], [-0.009, 1.331, -1.122], [0.509, 1.203, 1.074], [1.047, 0.024, 0.544], [1.852, -0.616, 1.324], [2.559, -1.825, 0.988], [3.330, -2.472, 1.954], [4.019, -3.631, 1.626], [3.947, -4.144, 0.338], [3.192, -3.510, -0.650], [2.525, -2.370, -0.291], [1.753, -1.692, -1.236], [-0.078, 2.247, 2.559], [-2.142, 5.031, 2.791], [-3.088, 6.171, 0.817], [-2.584, 5.368, -1.475], [-1.160, 3.384, -1.776], [2.006, -0.180, 2.307], [3.382, -2.068, 2.957], [4.619, -4.130, 2.374], [4.487, -5.047, 0.087], [3.145, -3.891, -1.661], [-3.517, -1.088, -2.081], [-2.130, -0.600, -1.905], [-1.123, -1.349, -1.679], [-1.251, -2.823, -1.548], [-3.543, -1.834, -2.868], [-4.068, -0.202, -2.368], [-3.864, -1.480, -1.130], [-2.154, -3.225, -1.999], [-1.269, -3.042, -0.474], [-0.378, -3.327, -1.959]], "forces_ev_per_angstrom": [[0.01, 0.22, -0.41], [-0.08, 0.06, -0.12], [-0.02, 0.04, 0.17], [0.01, 0.01, -0.01], [-0.04, 0.06, -0.02], [0.02, -0.01, 0.05], [0.04, 0.00, -0.01], [0.06, 0.05, -0.16], [-0.19, -0.23, -0.27], [-0.13, 0.50, 0.23], [0.09, -0.35, -0.09], [-0.27, 0.20, 0.21], [0.09, -0.11, 0.05], [-0.04, 0.14, 0.18], [0.07, -0.11, 0.03], [-0.03, 0.07, 0.01], [-0.01, -0.03, -0.07], [0.13, -0.13, 0.09], [-0.35, 0.30, -0.47], [0.51, -0.61, 0.22], [0.08, -0.08, 0.03], [0.00, 0.00, -0.01], [0.01, 0.00, -0.01], [0.00, -0.01, 0.00], [-0.02, -0.02, 0.00], [0.00, -0.02, 0.01], [0.01, 0.00, -0.01], [-0.01, -0.01, 0.00], [0.01, 0.01, 0.00], [0.00, 0.00, 0.00], [0.10, 0.03, 0.06], [-0.08, 0.00, -0.08], [0.00, 0.03, 0.36], [0.05, 0.01, -0.01], [0.01, 0.00, -0.03], [-0.02, 0.00, 0.02], [-0.01, -0.02, 0.00], [-0.02, 0.01, -0.01], [-0.02, -0.02, 0.01], [0.02, 0.00, 0.03]], "mulliken_charge": [1.369, -0.581, 0.352, -0.687, -0.322, -0.835, -0.462, 0.402, 1.342, -0.831, -1.123, -0.137, 0.162, 0.363, -0.862, -0.774, -0.416, -0.603, 0.798, -0.631, 0.422, 0.473, 0.410, 0.441, 0.404, 0.468, 0.435, 0.441, 0.420, 0.487, -0.756, -0.230, 1.050, -1.100, 0.385, 0.255, 0.378, 0.430, 0.317, 0.345], "lumo_ev": [-8.4, -8.4], "orbital_gap_ev": [5.64, 5.64], "charge": 2, "spin_multiplicity": 1}

Entry 2:
{"formula": "C17H16N2O3S", "method": "ωB97M-V with the def2-TZVPD basis set", "species": ["C", "N", "C", "O", "C", "C", "S", "C", "C", "O", "N", "C", "C", "C", "C", "C", "O", "C", "C", "C", "C", "C", "C", "H", "H", "H", "H", "H", "H", "H", "H", "H", "H", "H", "H", "H", "H", "H", "H"], "positions_angstrom": [[2.559, -1.558, 2.936], [1.586, -1.428, 1.833], [0.662, -0.586, 1.699], [0.967, 0.328, 2.496], [-0.209, -0.414, 0.816], [-0.276, -1.503, -0.190], [-1.640, -1.472, -1.446], [-2.545, -0.068, -1.062], [-2.166, 1.266, -1.069], [-2.701, 2.357, -0.629], [-0.964, 1.408, -1.750], [-0.430, 2.662, -2.070], [-0.060, 3.498, -0.925], [0.266, 3.070, 0.395], [0.153, 4.352, 1.087], [-0.487, 5.217, 0.424], [-0.528, 4.777, -1.167], [0.635, -2.591, -0.164], [0.466, -3.705, -0.766], [1.377, -4.736, -0.802], [2.518, -4.635, 0.118], [2.423, -3.641, 1.008], [1.447, -2.481, 0.845], [3.747, -1.569, 2.325], [2.295, -2.497, 3.710], [2.479, -0.710, 3.442], [-0.686, 0.491, 0.858], [-3.036, -0.212, -0.077], [-3.392, -0.214, -1.714], [-0.538, 0.671, -2.286], [-0.989, 3.225, -2.687], [0.598, 2.556, -2.530], [0.751, 2.297, 0.513], [0.688, 4.589, 2.277], [-0.683, 6.403, 0.470], [-0.325, -3.584, -1.772], [1.376, -5.491, -1.538], [3.033, -5.580, 0.221], [2.989, -3.786, 1.650]], "forces_ev_per_angstrom": [[2.29, -4.71, -2.88], [2.71, -10.53, -3.99], [6.46, 6.11, 9.25], [-2.32, 3.59, 1.64], [-5.84, -5.60, -10.58], [-3.37, 5.02, 0.92], [3.11, -1.51, 0.42], [-4.37, -2.77, 2.91], [2.96, 8.23, -1.19], [0.96, -4.90, -1.13], [-0.61, -0.66, 0.15], [4.68, -0.80, 0.82], [-2.01, 0.03, 1.87], [-4.36, 10.77, -5.33], [3.68, -3.40, 6.70], [-1.94, 7.27, -5.82], [0.89, -1.31, 6.21], [-2.94, 6.29, 2.38], [-2.17, -6.08, -9.24], [1.40, 1.56, 1.23], [-4.27, -1.63, -2.25], [-9.34, 4.08, -9.81], [8.46, -2.88, 6.39], [-3.67, -0.39, 2.32], [0.98, 2.26, -2.52], [-0.06, 3.46, 2.21], [-1.62, 1.74, -0.34], [0.16, -0.15, -0.19], [-0.54, 0.28, -0.45], [-0.46, -0.53, 0.36], [-2.18, 1.79, -2.25], [-1.16, -0.60, -0.34], [4.56, -7.74, 2.08], [-2.22, -0.81, -3.90], [0.52, -3.36, 0.08], [2.04, -0.97, 3.16], [-0.45, -0.82, -0.54], [0.90, 0.49, 0.26], [9.14, -0.82, 11.37]], "mulliken_charge": [-1.113, 0.114, -0.182, -0.916, -0.233, 0.690, -0.253, -0.707, 0.555, -0.705, 0.046, -1.179, 0.575, -0.979, -0.555, -0.263, -0.460, 0.377, -0.500, -0.389, -1.017, -0.943, 0.741, 0.310, 0.221, 0.511, 0.683, 0.420, 0.510, 0.297, 0.454, 0.375, 1.400, 0.189, 0.297, 0.030, 0.464, 0.371, 0.767], "lumo_ev": -0.7, "orbital_gap_ev": 7.38, "spin_multiplicity": 1, "smiles": "Cn1c(=O)cc(SCC(=O)NCc2ccco2)c2ccccc21"}

Entry 3:
{"formula": "C17H16N3O11Yb", "method": "ωB97M-V with the def2-TZVPD basis set", "species": ["Yb", "O", "C", "C", "N", "C", "C", "O", "O", "C", "C", "O", "O", "H", "H", "H", "H", "H", "H", "H", "H", "H", "O", "C", "O", "C", "C", "C", "C", "C", "N", "C", "O", "O", "H", "H", "H", "O", "C", "C", "C", "C", "O", "N", "H", "H", "H", "H"], "positions_angstrom": [[-0.202, -0.481, 0.343], [-1.162, 2.022, 1.327], [-0.547, 2.430, 2.530], [0.905, 1.969, 2.608], [1.012, 0.521, 2.469], [0.427, -0.160, 3.633], [-1.075, -0.487, 3.435], [-1.771, -0.571, 4.448], [-1.420, -0.649, 2.228], [2.390, 0.084, 2.248], [2.429, -1.416, 1.839], [3.488, -2.020, 2.009], [1.344, -1.881, 1.359], [-0.544, 2.248, 0.591], [-1.133, 2.009, 3.349], [-0.569, 3.525, 2.622], [1.334, 2.307, 3.566], [1.464, 2.433, 1.792], [0.554, 0.429, 4.547], [0.923, -1.120, 3.774], [3.025, 0.230, 3.132], [2.816, 0.643, 1.413], [0.351, 3.351, -2.392], [-0.028, 2.445, -1.650], [0.535, 2.007, -0.595], [-1.335, 1.729, -2.006], [-2.195, 2.250, -2.957], [-3.393, 1.596, -3.201], [-3.673, 0.431, -2.508], [-2.743, -0.046, -1.597], [-1.608, 0.606, -1.341], [-2.967, -1.383, -0.859], [-4.087, -1.881, -0.961], [-1.953, -1.822, -0.243], [-1.904, 3.155, -3.471], [-4.095, 1.991, -3.927], [-4.583, -0.133, -2.654], [-0.406, -3.118, -3.361], [0.515, -2.676, -2.705], [1.946, -3.253, -2.770], [2.785, -2.201, -2.058], [1.719, -1.296, -1.458], [1.967, -0.345, -0.702], [0.477, -1.623, -1.830], [2.228, -3.449, -3.803], [1.939, -4.201, -2.230], [3.411, -1.617, -2.734], [3.407, -2.581, -1.247]], "forces_ev_per_angstrom": [[-0.24, 0.01, 0.39], [0.04, 0.04, 0.01], [0.03, -0.12, -0.04], [-0.18, 0.05, -0.11], [0.22, -0.07, -0.11], [-0.38, -0.05, -0.21], [0.43, 0.20, 0.34], [-0.07, -0.05, -0.10], [-0.06, -0.16, -0.22], [-0.03, -0.37, -0.10], [0.21, 0.23, 0.21], [-0.06, 0.01, -0.05], [-0.36, -0.05, -0.11], [-0.04, 0.05, -0.01], [0.00, 0.05, 0.01], [0.00, -0.01, 0.05], [0.05, 0.01, 0.00], [0.02, -0.03, 0.00], [0.02, 0.02, 0.01], [0.03, -0.01, -0.01], [-0.01, -0.01, 0.02], [-0.01, 0.03, 0.01], [-0.07, 0.03, 0.05], [0.12, -0.18, -0.14], [-0.10, -0.06, 0.06], [0.11, 0.14, 0.07], [-0.04, 0.00, -0.03], [0.10, -0.02, 0.08], [-0.04, 0.02, -0.08], [-0.01, -0.23, 0.09], [-0.29, 0.00, -0.08], [-0.17, 0.21, -0.22], [0.07, -0.09, -0.01], [0.22, 0.32, 0.27], [0.03, 0.00, 0.01], [-0.01, -0.02, -0.01], [0.02, -0.04, 0.04], [0.00, 0.05, 0.08], [0.13, -0.34, -0.10], [-0.06, 0.14, 0.01], [-0.05, -0.01, 0.13], [0.58, -0.23, -0.67], [-0.14, 0.08, 0.05], [0.01, 0.41, 0.47], [-0.03, 0.00, -0.01], [-0.02, -0.02, -0.03], [0.03, 0.02, 0.02], [0.02, 0.03, -0.02]], "mulliken_charge": [1.232, -0.377, -0.961, -0.870, 0.939, -0.745, 0.407, -0.836, -0.544, -0.861, 0.698, -0.827, -0.699, 0.262, 0.381, 0.450, 0.460, 0.401, 0.277, 0.419, 0.348, 0.310, -0.819, 0.079, -0.471, 0.596, -0.853, -0.214, -0.792, 0.452, 0.344, 0.357, -0.790, -0.638, 0.504, 0.395, 0.514, -0.716, 0.086, -0.414, -0.592, 0.565, -0.556, 0.099, 0.301, 0.222, 0.251, 0.226], "lumo_ev": [4.9, 4.9], "orbital_gap_ev": [8.52, 8.52], "charge": -2, "spin_multiplicity": 2, "s_squared": 0.751}

Entry 4:
{"formula": "C17H16N4O2", "method": "ωB97M-V with the def2-TZVPD basis set", "species": ["C", "H", "O", "C", "C", "C", "C", "C", "C", "H", "O", "C", "H", "H", "H", "C", "N", "N", "C", "N", "N", "C", "C", "C", "C", "C", "C", "C", "H", "H", "H", "H", "H", "H", "H", "H", "H", "H", "H"], "positions_angstrom": [[-6.606, 0.182, -0.164], [-7.317, -0.551, -0.229], [-5.319, -0.473, -0.085], [-4.233, 0.061, -0.073], [-4.103, 1.288, -0.356], [-2.910, 1.911, -0.121], [-1.806, 1.088, 0.172], [-1.910, -0.159, 0.053], [-3.219, -0.688, 0.050], [-3.304, -1.815, 0.257], [-0.834, -0.719, 0.393], [-1.014, -2.196, 0.547], [0.121, -2.832, 0.742], [-1.519, -2.380, 1.563], [-1.330, -2.852, -0.337], [-0.503, 1.834, 0.147], [0.722, 1.088, 0.090], [1.768, 1.918, 0.142], [3.186, 1.605, -0.012], [3.952, 2.511, 0.263], [5.224, 2.197, 0.064], [5.578, 1.072, 0.221], [4.828, -0.030, 0.000], [5.232, -1.416, -0.001], [4.397, -2.323, -0.548], [3.106, -2.212, -0.330], [2.551, -1.140, -0.202], [3.477, 0.276, -0.096], [1.404, -0.784, -0.093], [2.369, -3.100, -0.362], [4.761, -3.401, -0.451], [6.328, -1.676, -0.290], [6.801, 0.885, 0.103], [1.728, 2.867, 0.085], [-0.492, 2.899, 0.016], [-2.693, 3.267, -0.257], [-4.946, 2.125, -0.519], [-6.803, 0.935, 0.818], [-6.674, 0.739, -1.199]], "forces_ev_per_angstrom": [[2.30, 4.32, 0.14], [-1.59, -1.98, 0.34], [-10.61, -5.13, 0.52], [0.11, 0.34, -0.63], [-0.88, 12.83, -1.05], [1.59, 3.46, -0.60], [1.79, 12.01, -1.73], [-5.04, -4.34, 1.04], [7.35, -7.33, 1.27], [-0.33, 2.02, -0.53], [3.51, -8.09, 0.27], [3.82, -2.31, 1.73], [-2.91, 2.69, -0.48], [0.25, 0.18, -1.92], [-0.38, 1.75, 1.08], [3.99, -5.35, -0.18], [-4.85, 4.62, 0.65], [3.32, -1.89, -0.57], [-8.85, -3.44, 1.05], [2.15, 4.51, -0.89], [-0.03, 8.50, 1.43], [9.19, -6.05, -1.50], [-3.14, -2.83, 1.55], [3.51, 0.93, -3.72], [5.54, -4.28, 2.91], [-3.62, -8.78, -1.52], [-6.37, 15.13, 1.73], [0.06, -7.42, -1.21], [2.92, -1.63, -0.23], [1.54, 0.99, -0.08], [-0.01, 1.41, -1.18], [-1.54, 0.81, 1.47], [-2.89, 0.51, 0.57], [-1.20, 3.37, 0.00], [0.06, 0.43, 0.27], [-0.97, -4.71, 0.49], [1.45, -2.69, 0.21], [0.58, -1.98, -2.86], [0.16, -0.54, 2.19]], "mulliken_charge": [-0.773, 0.294, -0.426, 0.913, -0.395, -0.719, 0.776, 0.870, -0.715, 0.326, -0.318, -0.968, 0.128, 0.433, 0.391, -0.904, -0.078, -0.382, 0.188, -0.314, -0.548, -0.534, 0.647, -0.459, -0.692, 0.593, -0.083, 0.510, 0.071, 0.155, 0.270, 0.240, 0.216, 0.255, 0.307, 0.016, 0.153, 0.265, 0.291], "lumo_ev": 0.1, "orbital_gap_ev": 7.33, "spin_multiplicity": 1}

Entry 5:
{"formula": "C17H16N6OS", "method": "ωB97M-V with the def2-TZVPD basis set", "species": ["C", "O", "C", "C", "C", "C", "C", "C", "N", "N", "C", "S", "C", "C", "N", "C", "C", "C", "C", "C", "C", "N", "N", "N", "C", "H", "H", "H", "H", "H", "H", "H", "H", "H", "H", "H", "H", "H", "H", "H", "H"], "positions_angstrom": [[-4.752, -2.217, -1.194], [-4.747, -1.111, -0.322], [-3.558, -0.675, 0.165], [-3.613, 0.437, 1.010], [-2.456, 0.965, 1.540], [-1.225, 0.394, 1.261], [-1.163, -0.724, 0.438], [0.093, -1.360, 0.075], [0.325, -1.909, -1.100], [1.569, -2.379, -1.117], [2.099, -2.147, 0.054], [3.753, -2.429, 0.547], [4.486, -0.949, -0.309], [3.483, 0.132, -0.342], [3.169, 0.892, 0.672], [2.134, 1.685, 0.239], [1.417, 2.673, 0.906], [0.386, 3.282, 0.222], [0.062, 2.924, -1.089], [0.769, 1.957, -1.773], [1.812, 1.348, -1.096], [2.706, 0.367, -1.443], [1.206, -1.488, 0.853], [1.444, -1.141, 2.169], [-2.328, -1.252, -0.118], [-4.367, -3.116, -0.704], [-5.795, -2.372, -1.465], [-4.168, -2.017, -2.097], [-4.577, 0.872, 1.222], [-2.507, 1.836, 2.175], [-0.329, 0.860, 1.642], [5.352, -0.674, 0.288], [4.780, -1.255, -1.311], [1.668, 2.943, 1.920], [-0.194, 4.050, 0.711], [-0.764, 3.420, -1.577], [0.519, 1.679, -2.785], [2.705, -0.169, -2.295], [2.226, -0.484, 2.219], [0.607, -0.743, 2.580], [-2.229, -2.105, -0.768]], "forces_ev_per_angstrom": [[0.00, -0.18, -0.14], [0.00, 0.24, 0.19], [0.17, 0.14, 0.11], [-0.08, -0.10, -0.12], [-0.12, -0.06, 0.00], [0.15, -0.15, -0.07], [-0.39, 0.30, 0.29], [0.52, 0.06, 0.12], [-1.02, 0.32, -0.17], [0.83, -0.50, -0.10], [0.38, -0.22, 0.63], [-0.03, 0.15, -0.24], [-0.08, -0.57, 0.12], [-0.01, 0.35, -0.08], [0.54, -0.11, 0.29], [-0.25, -0.15, -0.64], [0.05, 0.00, -0.10], [-0.01, 0.13, 0.18], [-0.04, -0.01, -0.15], [-0.05, -0.03, -0.12], [-0.09, 0.33, 0.55], [0.21, 0.06, 0.02], [-0.22, -0.07, -0.92], [0.05, -0.04, 0.81], [-0.18, -0.09, -0.05], [0.00, 0.03, -0.02], [0.09, -0.03, -0.01], [-0.01, -0.01, 0.03], [-0.12, 0.05, 0.03], [-0.03, 0.09, 0.05], [0.06, -0.01, -0.03], [0.00, 0.10, -0.10], [0.07, 0.08, 0.05], [0.03, 0.04, 0.12], [-0.06, 0.07, 0.04], [-0.07, 0.03, -0.06], [-0.08, 0.00, -0.11], [-0.02, -0.08, 0.11], [-0.26, 0.03, -0.24], [0.11, -0.10, -0.20], [-0.05, -0.10, -0.08]], "mulliken_charge": [-0.817, -0.456, 0.786, -0.630, -1.054, -0.518, 0.201, 0.582, -0.307, -0.693, 0.385, -0.202, -0.760, 0.109, -0.772, 1.295, -0.955, -0.431, -0.535, -1.114, 0.299, 0.136, 0.658, -1.154, -0.306, 0.328, 0.230, 0.343, 0.451, 0.411, 0.438, 0.444, 0.346, 0.451, 0.432, 0.416, 0.422, 0.299, 0.300, 0.351, 0.595], "lumo_ev": 0.7, "orbital_gap_ev": 9.21, "spin_multiplicity": 1, "smiles": "COc1cccc(-c2nnc(SCc3nc4ccccc4[nH]3)n2N)c1"}